86
Properties=species:S:1:pos:R:3:forces:R:3:mulliken_charge:R:1 method="wB97M-V/def2-TZVPD" e_lumo_ev=-3.4 de_lowest_kj_mol=57.3 total_energy_ha=-2204.16995 homo_lumo_gap_ev=2.698
C -3.042704 -6.083485 -3.440819 0.271 0.208 0.102 -1.977
C -1.853378 -5.804265 -2.513548 0.200 0.365 0.019 1.685
C -1.152327 -7.117342 -2.179016 -0.093 -0.006 0.133 -1.941
O -0.911929 -4.945638 -3.167594 -1.043 -0.195 1.172 -0.722
B -0.268356 -4.159755 -2.058013 0.345 -0.025 -0.224 1.432
C 1.240564 -4.692673 -1.843459 -1.221 0.554 0.036 0.471
C 1.675837 -5.098732 -0.603132 0.342 -0.121 0.248 -0.288
C 2.965902 -5.557296 -0.437534 0.204 -0.106 0.214 -0.666
C 3.820423 -5.604751 -1.521339 0.326 -0.085 0.185 -0.443
C 3.382138 -5.197549 -2.764739 0.103 0.028 -0.378 -0.794
C 2.089810 -4.741719 -2.924985 0.512 -0.170 -0.040 -0.681
C -0.247326 -2.596920 -2.442563 -0.245 -1.342 -0.034 0.999
C 0.188181 -1.689008 -1.374604 0.415 0.713 0.700 -1.691
C -0.639822 -2.197539 -3.629591 -0.070 0.487 -0.370 -1.441
O -1.046153 -4.354049 -0.782128 -0.741 -0.881 -0.821 -0.773
C -2.249317 -5.020487 -1.181260 0.340 0.026 -0.114 1.844
C -3.304374 -3.957745 -1.471677 -0.079 -0.090 -0.172 -2.063
C -2.743284 -5.933973 -0.053571 0.266 0.172 -0.162 -2.005
H -3.817604 -6.649846 -2.927399 -0.117 -0.087 0.120 0.291
H -3.476853 -5.160758 -3.819326 0.010 0.088 0.025 0.397
H -2.719094 -6.668366 -4.300194 0.131 -0.064 -0.044 0.468
H -1.846511 -7.832538 -1.742010 -0.073 -0.171 0.077 0.354
H -0.731139 -7.556661 -3.080682 0.026 0.059 -0.143 0.446
H -0.340833 -6.938542 -1.478035 0.092 -0.011 0.067 0.342
H 0.988368 -5.067441 0.225870 -0.162 0.012 0.192 0.365
H 3.307147 -5.880265 0.532274 0.133 -0.098 0.244 0.389
H 4.831034 -5.951624 -1.393300 0.280 -0.129 0.021 0.374
H 4.048832 -5.239515 -3.610215 0.211 -0.038 -0.203 0.384
H 1.724091 -4.435730 -3.889687 -0.059 0.111 -0.297 0.377
H 0.387177 -2.245730 -0.458140 0.021 0.086 0.093 0.227
H 1.099184 -1.155797 -1.651737 0.169 0.126 0.028 0.446
H -0.584001 -0.949325 -1.160303 -0.157 0.224 0.098 0.249
H -0.658881 -1.157946 -3.887205 -0.026 0.769 -0.333 0.285
H -0.967658 -2.902441 -4.364823 -0.155 -0.308 -0.340 0.298
H -4.261226 -4.412454 -1.721026 -0.197 -0.010 -0.033 0.363
H -3.443976 -3.322397 -0.599060 0.064 0.028 0.179 0.411
H -2.982814 -3.331636 -2.300631 0.037 0.053 -0.085 0.394
H -3.598645 -6.525328 -0.373180 -0.141 -0.103 -0.097 0.301
H -1.960517 -6.608043 0.285433 0.090 -0.033 -0.048 0.391
H -3.053955 -5.339476 0.803594 -0.028 0.171 0.068 0.471
C 5.549022 6.006312 2.421486 -0.451 -0.128 0.138 -1.128
N 5.086362 5.972755 1.033948 -0.608 -0.428 -0.599 0.000
C 5.555906 7.123276 0.254986 -0.382 -0.548 0.039 -1.141
C 4.583350 8.291800 0.473267 1.577 -1.205 -0.628 1.056
F 5.129102 9.401634 -0.056380 -0.836 -0.032 0.398 -0.260
F 3.422538 7.990534 -0.136543 -0.045 0.893 0.461 -0.220
F 4.393759 8.436678 1.798729 -0.588 0.877 -0.673 -0.260
C 3.902211 5.307964 0.667432 1.331 0.943 0.503 1.431
C 3.529621 5.157943 -0.683717 -0.081 0.054 -0.350 -0.237
C 2.389817 4.490567 -1.030556 0.451 0.135 0.087 -1.123
C 1.537692 3.962297 -0.039122 -1.145 -0.303 -0.272 0.441
C 0.410882 3.170966 -0.377148 0.343 0.248 0.970 -0.583
C -0.710063 2.949506 0.497793 0.182 0.161 -0.122 0.067
C -1.183694 1.650029 0.773672 -0.089 0.203 -0.397 -0.988
C -2.282267 1.450702 1.557340 -0.115 -0.112 0.250 -0.439
C -3.016929 2.538833 2.066698 -1.233 -0.040 0.678 1.467
N -4.211582 2.353213 2.783935 0.332 -0.336 -0.306 0.008
C -5.062923 3.471964 3.204830 0.539 0.141 -0.173 -1.153
C -4.385514 1.157890 3.612506 0.374 0.342 -0.430 -1.155
C -3.469715 1.267459 4.841294 -1.396 -0.692 -1.447 1.073
F -3.872697 0.363221 5.752556 0.730 0.536 0.148 -0.264
F -2.206825 1.016650 4.448521 -0.068 0.285 0.973 -0.226
F -3.573543 2.516652 5.333960 0.733 -0.638 0.672 -0.264
C -2.539222 3.830503 1.813251 -0.386 0.162 0.107 -0.555
C -1.408480 4.034289 1.077282 0.743 -0.328 -0.252 -0.775
C 1.890692 4.156347 1.313035 -0.120 0.060 0.012 -0.829
C 3.048230 4.792401 1.650470 0.117 -0.133 0.419 -0.838
H 5.356818 5.058454 2.918266 0.107 -0.035 -0.097 0.377
H 6.620410 6.202376 2.452687 -0.056 -0.079 -0.164 0.292
H 5.038662 6.804207 2.958810 0.106 -0.185 0.300 0.449
H 6.551906 7.417359 0.587197 -0.138 -0.055 0.105 0.416
H 5.633821 6.884144 -0.806675 -0.136 0.179 0.078 0.319
H 4.148344 5.580590 -1.454079 0.085 0.031 -0.176 0.314
H 2.098165 4.414704 -2.065186 0.097 -0.143 -0.203 0.453
H 0.443557 2.644389 -1.324264 -0.038 -0.142 -0.082 0.565
H -0.633341 0.808548 0.393772 0.010 -0.340 -0.186 0.628
H -2.585398 0.446414 1.790753 0.020 -0.201 -0.084 0.405
H -5.156796 4.207284 2.411320 0.004 -0.022 -0.119 0.386
H -6.062709 3.115880 3.446772 0.086 -0.188 -0.110 0.296
H -4.655552 3.949532 4.094537 -0.093 0.249 -0.042 0.435
H -5.422655 1.068885 3.939973 0.136 0.170 -0.026 0.395
H -4.146713 0.251662 3.054496 0.035 0.032 0.195 0.339
H -3.075476 4.676987 2.202201 -0.035 0.183 0.057 0.454
H -1.068704 5.033220 0.873720 0.076 0.310 0.000 0.518
H 1.257036 3.750326 2.082982 -0.106 -0.072 0.132 0.482
H 3.306895 4.907410 2.688587 -0.049 -0.014 0.130 0.402

---

14
Properties=species:S:1:pos:R:3:forces:R:3:nbo_charge:R:1 method="wB97M-V/def2-TZVPD" smiles=CNc1cc[nH]n1 e_lumo_ev=1.0 de_lowest_kj_mol=146.8 total_energy_ha=-320.82739 homo_lumo_gap_ev=9.400
C -0.134849 1.147428 1.854931 0.083 0.256 0.148 -0.409
N -0.673402 -0.027811 1.220795 0.091 -0.054 0.159 -0.600
C -0.160584 -0.425203 0.011879 0.139 -0.212 0.217 0.317
C 0.502721 0.364381 -0.987940 0.018 -0.005 -0.097 -0.357
C 0.588574 -0.458993 -2.064344 -0.285 0.053 0.115 -0.015
N 0.089175 -1.716423 -1.719322 -0.446 0.060 0.491 -0.438
N -0.329515 -1.654552 -0.373430 0.220 0.408 0.860 -0.342
H -0.369426 2.030093 1.248989 0.069 -0.094 0.138 0.195
H -0.619647 1.271784 2.824611 0.107 0.056 -0.087 0.210
H 0.954513 1.100091 1.998289 -0.117 0.062 0.050 0.177
H -0.845767 -0.826032 1.816092 -0.022 0.170 0.040 0.392
H 0.854401 1.382303 -0.888829 -0.017 -0.168 -0.087 0.231
H 1.041256 -0.268545 -3.033616 -0.295 -0.137 0.188 0.217
H -0.904706 -1.920594 -1.893762 0.454 -0.397 -2.134 0.421